A 11-piece molecular cluster, C37H69N11O7 overall in a non-equilibrium geometry, computed with ωB97M-V with the def2-TZVPD basis set.

Atoms and positions in Å:
1 C -0.47854 2.19382 5.12993
2 C 0.66212 1.46641 5.50906
3 C 1.60612 1.73717 4.51987
4 N 1.05684 2.54801 3.59443
5 C -0.26474 2.75803 3.90241
6 H -1.37500 2.38588 5.70149
7 H 0.78392 0.75126 6.30686
8 H 2.59459 1.31023 4.43561
9 H 1.50183 2.96372 2.78424
10 H -0.87754 3.31032 3.20656
11 C -0.40043 0.52872 0.13757
12 C -1.33596 0.66630 -0.91556
13 C -1.03633 -0.28403 -1.88047
14 N 0.01461 -1.01561 -1.38127
15 C 0.43647 -0.50265 -0.18422
16 H -0.42880 1.16991 1.00601
17 H -2.15312 1.36461 -1.01875
18 H -1.59543 -0.58334 -2.75178
19 H 0.41305 -1.82453 -1.83813
20 H 1.35680 -0.89446 0.22278
21 C -3.44275 -0.71786 -4.66026
22 C -4.36762 -1.74754 -4.51210
23 C -5.19479 -1.40693 -3.47349
24 N -4.86806 -0.16629 -3.03268
25 C -3.74402 0.24085 -3.71127
26 H -2.56631 -0.74488 -5.28929
27 H -4.38219 -2.67008 -5.07152
28 H -6.10589 -1.85264 -3.10372
29 H -5.33310 0.36805 -2.31798
30 H -3.34046 1.18000 -3.36158
31 C 0.60443 -3.15933 3.71833
32 C 0.72557 -3.20567 5.13677
33 C 0.09079 -2.05316 5.60843
34 N -0.19445 -1.25504 4.53083
35 C -0.01769 -1.95808 3.37402
36 H 1.00202 -3.90139 3.04462
37 H 1.15046 -3.98859 5.74518
38 H -0.12285 -1.69767 6.60448
39 H -0.55226 -0.31428 4.60434
40 H -0.10609 -1.40054 2.45401
41 C 4.20688 0.73970 0.97431
42 N 4.45381 -0.37312 1.89812
43 C 4.97024 -0.31242 3.10158
44 C 5.07400 -1.63769 3.84334
45 O 5.29150 0.71636 3.68984
46 H 3.31898 0.50465 0.38940
47 H 5.07022 0.83797 0.31429
48 H 4.08157 1.66866 1.52843
49 H 4.15556 -1.29044 1.58562
50 H 5.30339 -2.43828 3.13799
51 H 4.16231 -1.84787 4.40275
52 H 5.85564 -1.65563 4.60215
53 C 0.87536 3.52052 -0.72457
54 N 2.26906 3.94622 -0.73146
55 C 3.05706 3.83190 0.34356
56 C 4.49787 4.35548 0.29563
57 O 2.65237 3.39541 1.40381
58 H 0.45105 3.71259 0.26035
59 H 0.94453 2.45688 -0.94383
60 H 0.30088 4.15186 -1.40039
61 H 2.59144 4.44473 -1.54529
62 H 4.66672 5.36867 0.65717
63 H 4.77146 4.36665 -0.76247
64 H 5.17138 3.67845 0.81752
65 C -0.66991 -3.05298 -4.90773
66 N 0.21548 -4.13523 -4.52596
67 C 1.23770 -3.98601 -3.68629
68 C 2.32623 -5.06454 -3.72531
69 O 1.36941 -3.10561 -2.85823
70 H -0.21873 -2.06058 -4.89902
71 H -1.50613 -2.97099 -4.21162
72 H -1.06766 -3.26291 -5.89946
73 H 0.28095 -4.94285 -5.12507
74 H 1.89534 -6.03712 -3.48485
75 H 3.11094 -4.82128 -3.01165
76 H 2.84843 -5.11436 -4.68194
77 C -3.03271 7.41516 2.27476
78 N -2.68031 6.32272 1.35124
79 C -2.71488 5.01826 1.63990
80 C -2.51133 4.09514 0.46691
81 O -3.01132 4.57619 2.73781
82 H -3.86763 7.19340 2.93666
83 H -3.33525 8.23566 1.62346
84 H -2.19109 7.76990 2.86929
85 H -2.44973 6.56881 0.40287
86 H -3.45721 3.55322 0.45799
87 H -1.71780 3.37983 0.67773
88 H -2.33346 4.61340 -0.47352
89 C -2.21052 -3.04451 0.41575
90 N -2.31891 -4.17371 1.31240
91 C -2.10734 -5.41021 0.93371
92 C -2.41930 -6.48134 1.91715
93 O -1.61890 -5.69605 -0.14141
94 H -1.22073 -2.95904 -0.03055
95 H -2.42456 -2.12244 0.95324
96 H -2.94170 -3.20632 -0.37726
97 H -2.60653 -3.98773 2.25989
98 H -1.59122 -6.65842 2.60243
99 H -2.67863 -7.39684 1.38771
100 H -3.32321 -6.22254 2.47190
101 C 5.61445 -3.53793 -0.25741
102 N 4.31437 -4.19594 -0.30780
103 C 3.18290 -3.75192 0.22158
104 C 1.88625 -4.49800 -0.05904
105 O 3.18097 -2.67710 0.84791
106 H 6.44865 -4.20780 -0.45729
107 H 5.75089 -3.04503 0.70335
108 H 5.60256 -2.78948 -1.05171
109 H 4.24474 -5.03096 -0.86890
110 H 2.01765 -5.23041 -0.85423
111 H 1.15232 -3.77277 -0.40673
112 H 1.48343 -4.93209 0.85530
113 C -5.28473 3.77949 -4.14382
114 N -4.02808 4.49747 -4.35997
115 C -2.91922 4.27151 -3.63183
116 C -1.70206 5.06998 -3.90771
117 O -2.87993 3.50855 -2.66714
118 H -5.42024 3.69578 -3.06422
119 H -5.33308 2.77001 -4.54927
120 H -6.09398 4.42605 -4.47942
121 H -4.02715 5.28983 -4.98147
122 H -0.98503 4.39519 -4.37739
123 H -1.26976 5.60419 -3.06516
124 H -1.90218 5.79340 -4.70217

Atomic forces in eV per Å
-1.570 0.009 0.216
1.035 0.509 -0.822
0.279 -0.917 1.013
-0.755 -0.173 -0.499
0.943 0.656 -0.193
-0.120 -0.444 -0.039
0.076 0.323 0.187
0.098 0.313 -0.169
0.266 -0.421 0.043
-0.189 0.204 0.447
-0.592 0.622 0.225
-0.228 -0.375 -0.975
0.007 -0.236 1.352
-0.085 0.301 -0.469
0.250 -0.442 -0.529
0.435 -0.190 0.159
0.105 0.132 0.196
0.230 0.018 -0.029
0.212 0.095 -0.165
-0.198 -0.014 0.440
0.882 1.035 0.528
-0.446 -0.914 0.323
-1.496 -0.219 -0.120
1.008 -0.211 -0.491
-0.568 0.666 0.265
-0.105 0.244 -0.102
-0.140 0.027 0.064
0.182 -0.293 -0.047
0.124 -0.194 -0.008
0.488 -0.022 -0.504
-0.072 0.422 -0.063
-1.322 0.835 -0.027
1.158 0.085 -0.375
-1.045 -1.161 0.481
1.328 0.112 0.375
-0.102 0.096 -0.144
-0.125 -0.032 -0.072
0.224 -0.075 0.008
-0.023 -0.023 -0.107
-0.097 -0.439 -0.246
0.543 -0.472 0.783
-0.736 -0.379 -1.884
0.507 0.460 2.536
0.265 -0.427 -0.169
0.114 0.372 -0.384
-0.009 0.141 0.026
-0.029 0.129 -0.206
-0.100 -0.246 0.009
-0.083 0.093 -0.136
-0.334 -0.234 0.099
-0.259 -0.046 -0.363
0.161 0.505 -0.217
0.769 0.129 0.417
0.111 0.847 -0.654
0.996 1.241 1.132
-0.229 -0.408 -1.577
-0.629 -0.451 0.430
0.138 -0.356 0.091
-1.121 0.058 -0.132
0.065 -0.484 -0.416
0.234 -0.156 0.169
-0.528 -0.061 0.278
0.421 0.046 -0.010
-0.212 -0.022 0.096
-0.864 0.059 0.379
0.111 0.085 -0.802
1.615 -0.981 0.913
-0.048 -0.015 -0.225
-0.482 0.995 -0.048
0.526 -0.233 -0.071
-0.121 -0.146 -0.037
0.020 0.059 0.040
-0.156 0.198 -0.088
0.087 -0.080 -0.080
-0.321 0.094 0.211
-0.353 -0.087 -0.230
0.157 0.070 -0.822
-0.034 1.334 0.267
-0.332 -0.860 0.359
-0.127 0.060 0.374
0.174 0.236 0.161
0.107 -0.430 -0.128
-0.059 0.140 0.179
0.081 -0.254 0.048
-0.054 0.090 0.186
0.116 -0.202 -0.492
-0.039 0.011 -0.042
-0.046 -0.232 -0.046
-0.046 -0.113 -0.266
-0.517 1.928 1.142
0.837 -1.368 -0.152
-0.968 -0.481 0.547
0.245 -0.060 -1.290
-0.013 -0.078 0.051
-0.031 -0.080 -0.022
0.088 0.351 -0.197
0.017 -0.103 -0.093
-0.025 0.013 -0.011
0.373 0.008 -0.083
0.170 0.061 0.358
-0.635 0.639 -0.287
0.934 -1.858 -0.666
-0.872 2.150 0.647
0.473 0.306 -0.020
-0.291 -0.965 -0.230
-0.305 -0.301 0.143
-0.009 -0.034 -0.056
0.320 0.284 0.168
0.091 0.044 0.124
-0.127 -0.229 0.231
0.101 0.030 0.037
0.155 -0.185 -0.069
0.147 0.699 0.977
-0.270 -0.257 -0.615
-0.006 -0.145 2.216
0.284 0.716 -1.949
-0.531 -0.379 -0.644
0.021 -0.153 0.046
0.178 0.178 -0.355
-0.016 -0.287 -0.336
0.033 -0.248 -0.076
0.268 -0.053 0.404
-0.183 -0.394 0.191
0.048 0.268 0.082

As for the SMILES: c1cc[nH]c1.c1cc[nH]c1.c1cc[nH]c1.c1cc[nH]c1.CNC(C)=O.CNC(C)=O.CNC(C)=O.CNC(C)=O.CNC(C)=O.CNC(C)=O.CNC(C)=O. The calculation puts the strongest force on any atom at 0.051 hartree/bohr. As for the LUMO energy: 0.201 eV. The energy above the lowest of the compared OMol25 structures with the same formula, charge and spin comes out at 0.0 kcal per mole. As for the total energy: -2580.3048 hartree.